Below is 11 unconnected molecules or ions with the total composition C3H30N2O10, with properties calculated with ωB97M-V with the def2-TZVPD basis set.

The geometry in XYZ format:
```
45
Properties=species:S:1:pos:R:3:forces:R:3:mulliken_charge:R:1
C 2.0819 -2.1294 -1.8280 0.510 -0.449 1.829 -1.752
C 0.5828 -1.7759 -1.6420 2.021 -1.643 -2.706 2.200
N -0.2126 -2.9414 -2.0641 -1.077 0.973 0.130 -0.628
C 0.3767 -0.6071 -2.5969 -2.226 1.087 0.053 -0.919
N -1.0443 -0.1801 -2.4824 0.134 0.402 -0.509 -0.421
H 2.7348 -1.2527 -1.9187 -0.157 -0.188 -0.374 0.324
H 2.4628 -2.6575 -0.9399 -0.134 0.134 0.052 0.350
H 2.2291 -2.8886 -2.5989 -0.091 0.581 -0.439 0.386
H 0.2970 -1.6604 -0.6210 0.153 0.930 0.401 -0.988
H -0.0831 -3.2977 -2.9964 0.266 0.143 -0.102 0.206
H -0.1946 -3.6781 -1.3940 0.170 -0.520 0.304 0.203
H 0.5553 -0.8812 -3.6422 -0.153 -0.695 0.145 0.453
H 0.9993 0.2940 -2.5368 0.529 -0.478 1.006 0.348
H -1.2184 0.5841 -3.1293 -0.034 -0.152 -0.162 0.266
H -1.2000 0.2751 -1.5888 0.368 0.074 0.133 0.065
O 1.9718 -1.7078 2.4062 -0.947 -1.055 1.339 -0.731
H 1.1743 -1.5702 2.9494 -0.011 0.863 -0.264 0.275
H 1.9940 -2.6420 2.6688 0.941 -0.173 -0.729 0.303
O -0.0575 3.4006 2.4845 0.266 0.642 0.241 -0.636
H -0.6411 2.7186 2.8062 -0.022 -0.356 0.023 0.283
H 0.8031 3.0040 2.2660 -0.534 -0.269 0.173 0.397
O -0.8552 2.2389 -0.1446 -0.970 0.145 -0.550 -0.538
H 0.0484 2.4936 -0.2925 0.500 -0.655 0.357 0.173
H -1.0207 1.3658 0.2461 0.899 0.138 -0.103 0.276
O 0.6474 0.0573 0.6817 -1.066 -0.225 -0.484 0.171
H 0.6624 -0.6097 1.3765 0.703 0.516 -0.039 0.083
H 1.3537 0.6990 0.7302 0.454 0.119 0.621 0.081
O -2.8961 3.7283 0.0607 -0.912 0.481 0.470 -0.639
H -2.2780 3.4055 0.7226 0.344 0.262 -0.108 0.333
H -2.9866 2.9495 -0.4842 0.057 -0.168 -0.394 0.309
O 2.0903 2.9567 0.9775 -1.215 -1.456 -0.598 -0.612
H 1.6580 3.7932 0.8035 0.851 0.601 0.201 0.320
H 2.9807 2.9168 1.2989 0.650 0.770 0.152 0.253
O -0.6336 -2.5319 2.0805 -0.320 0.231 0.019 -0.664
H -1.5288 -2.2574 2.3119 -0.053 -0.101 0.182 0.302
H -0.5770 -2.2376 1.1660 0.112 -0.113 -0.191 0.225
O 3.6874 0.2713 1.6236 -0.344 0.101 -0.204 -0.636
H 2.9578 -0.3602 1.7548 0.458 0.031 0.319 0.292
H 3.8965 0.1510 0.6954 0.247 0.065 -0.197 0.336
O -3.1452 -1.8677 -1.5664 -0.151 -0.099 0.652 -0.751
H -3.3087 -1.2099 -2.2490 0.191 -0.026 -0.092 0.381
H -2.1765 -1.9382 -1.5548 0.020 -0.438 -0.847 0.352
O -2.5696 0.1534 0.3078 1.821 0.879 0.295 -0.586
H -3.3452 0.3327 0.8331 -0.534 -0.846 -0.455 0.220
H -2.4947 -0.6031 -0.2977 -1.714 -0.063 0.451 0.336
```
Forces are in eV/Å.

## Properties
- 2S+1: 1
- SMILES: C[C@H](N)CN.O.O.O.O.O.O.O.O.O.O
- Energy: -994.1515 Eh
- Energy relative to the best compared isomer or geometry (same formula, charge and spin): 13.0 kcal per mole
- Charge: 0
- LUMO level: 0.008 eV